# C2H11N2O2

A 3-piece molecular cluster, C2H11N2O2 overall in a non-equilibrium geometry (ωB97M-V/def2-TZVPD, OMol25).

Last column: natural (NBO) charge in e.
Geometry (Å):
C (0.826, -1.147, 0.954)  -0.372
N (-0.467, -0.230, 1.008)  -0.521
C (-1.074, 0.254, 2.021)  0.393
N (-1.618, 1.496, 1.980)  -0.741
H (1.677, -0.564, 1.143)  0.231
H (0.578, -1.910, 1.754)  0.225
H (0.715, -1.620, 0.012)  0.230
H (-0.596, 0.330, 0.140)  0.435
H (-1.006, -0.391, 2.969)  0.225
H (-1.582, 1.845, 1.046)  0.403
H (-2.304, 1.905, 2.656)  0.450
H (1.946, -0.995, -4.122)  0.486
H (1.004, -1.507, -3.137)  0.472
O (1.441, -0.686, -3.384)  -0.955
H (-0.396, 1.535, -1.895)  0.497
H (0.823, 0.792, -1.851)  0.523
O (0.033, 0.894, -1.295)  -0.981

Calculated values
Net charge ... +1
LUMO ... -0.1157 Eh
Highest occupied orbital energy ... -15.0 eV

# C2H11N2O3

A 3-piece molecular cluster, C2H11N2O3 overall in a non-equilibrium geometry (ωB97M-V/def2-TZVPD, OMol25).

Last column: natural (NBO) charge in e.
Geometry (Å):
N (-1.109, 1.472, -0.410)  -0.722
C (-0.533, 0.270, 0.334)  -0.337
C (0.611, 0.775, 1.243)  0.655
N (1.413, -0.100, 1.954)  -0.837
O (0.714, 1.966, 1.258)  -0.617
H (-1.627, 1.109, -1.346)  0.481
H (-1.652, 2.008, 0.205)  0.431
H (-0.454, 2.268, -0.744)  0.470
H (-0.129, -0.416, -0.470)  0.231
H (-1.147, -0.469, 0.959)  0.276
H (1.198, -1.097, 1.788)  0.425
H (2.199, 0.132, 2.671)  0.449
H (-2.088, 0.574, -3.356)  0.518
H (-0.585, 0.102, -3.139)  0.523
O (-1.395, 0.438, -2.703)  -0.964
H (1.984, -3.351, 1.073)  0.484
H (1.051, -3.037, -0.016)  0.480
O (1.553, -2.644, 0.700)  -0.946

Calculated values
Net charge ... +1
LUMO ... -0.1208 Eh
Highest occupied orbital energy ... -13.7 eV

# C2H11N2Si

A 3-piece molecular cluster, C2H11N2Si overall in a non-equilibrium geometry (ωB97M-V/def2-TZVPD, OMol25).

Last column: natural (NBO) charge in e.
Geometry (Å):
C (0.662, 0.532, 0.827)  -0.715
C (0.273, -0.658, -0.051)  0.327
N (-0.942, -0.866, -0.588)  -0.657
N (-2.925, 0.730, -0.184)  -1.040
Si (4.401, 0.371, -0.009)  0.610
H (0.619, 1.439, 0.169)  0.275
H (-0.099, 0.851, 1.482)  0.262
H (1.686, 0.295, 1.181)  0.267
H (-1.086, -1.794, -1.099)  0.433
H (-1.747, -0.100, -0.364)  0.430
H (-3.779, 0.198, 0.001)  0.411
H (-2.916, 1.013, -1.167)  0.394
H (-2.988, 1.614, 0.298)  0.406
H (5.062, 1.340, -0.872)  -0.259
H (3.036, 0.501, -0.527)  -0.344
H (1.023, -1.326, -0.227)  0.200

Calculated values
Net charge ... +1
LUMO ... -0.1569 Eh
Highest occupied orbital energy ... -11.5 eV

# C2H11N2Si

A 3-piece molecular cluster, C2H11N2Si overall in a non-equilibrium geometry (ωB97M-V/def2-TZVPD, OMol25).

Last column: natural (NBO) charge in e.
Geometry (Å):
C (-0.359, 0.617, -0.671)  -0.717
C (0.662, 1.439, -0.016)  0.318
N (1.772, 0.945, 0.431)  -0.624
N (2.492, -1.614, 0.131)  -1.067
Si (-4.590, -0.200, 0.101)  0.523
H (-0.600, 1.031, -1.652)  0.279
H (-0.037, -0.415, -0.776)  0.237
H (-1.299, 0.646, -0.106)  0.293
H (2.447, 1.538, 0.894)  0.422
H (2.018, -0.094, 0.305)  0.439
H (1.989, -2.264, 0.727)  0.397
H (3.473, -1.668, 0.387)  0.397
H (2.410, -1.945, -0.824)  0.396
H (-4.969, 0.012, 1.514)  -0.264
H (-5.873, -0.526, -0.548)  -0.248
H (0.463, 2.498, 0.102)  0.221

Calculated values
Net charge ... +1
LUMO ... -0.1483 Eh
Highest occupied orbital energy ... -11.1 eV

# C2H11N3

A 2-piece molecular cluster, C2H11N3 overall in a non-equilibrium geometry (ωB97M-V/def2-TZVPD, OMol25).

Last column: natural (NBO) charge in e.
Geometry (Å):
N (-1.928, -0.313, 0.948)  -0.838
C (-1.818, -1.651, 1.386)  -0.051
N (-0.863, -2.504, 0.780)  -0.906
H (-0.962, 0.288, 0.966)  0.340
H (-2.163, -0.193, -0.020)  0.353
H (-1.483, -1.622, 2.514)  0.162
H (-2.873, -2.129, 1.322)  0.192
H (-1.083, -3.239, 0.180)  0.374
H (0.218, -2.353, 0.818)  0.375
C (1.663, 2.335, -1.661)  -0.413
N (2.324, 1.358, -0.789)  -0.825
H (1.948, 3.323, -1.211)  0.194
H (0.683, 2.176, -1.932)  0.181
H (2.282, 2.239, -2.684)  0.172
H (1.680, 0.559, -0.743)  0.343
H (2.377, 1.727, 0.125)  0.347

Calculated values
SMILES ... NCN.CN
LUMO ... 0.0285 Eh
Highest occupied orbital energy ... -8.8 eV

# C2H11N3

A 2-piece molecular cluster, C2H11N3 overall (ωB97M-V/def2-TZVPD, OMol25).

Last column: natural (NBO) charge in e.
Geometry (Å):
N (1.437, 0.680, 1.618)  -0.832
C (0.917, 1.193, 0.349)  -0.220
C (0.597, 0.020, -0.569)  -0.221
N (-0.039, 0.499, -1.798)  -0.835
H (1.549, 1.434, 2.289)  0.357
H (2.384, 0.312, 1.488)  0.348
H (1.596, 1.868, -0.191)  0.153
H (-0.010, 1.728, 0.549)  0.195
H (1.510, -0.557, -0.756)  0.155
H (-0.117, -0.604, -0.034)  0.191
H (0.596, 1.095, -2.303)  0.348
H (-0.261, -0.277, -2.407)  0.356
N (-2.810, -1.961, 0.486)  -1.064
H (-2.326, -2.379, -0.311)  0.353
H (-2.834, -0.958, 0.314)  0.359
H (-2.188, -2.093, 1.277)  0.356

Calculated values
SMILES ... NCCN.N
LUMO ... 0.0369 Eh
Highest occupied orbital energy ... -9.4 eV

# C2H11N3P

A 2-piece molecular cluster, C2H11N3P overall in a non-equilibrium geometry (ωB97M-V/def2-TZVPD, OMol25).

Last column: natural (NBO) charge in e.
Geometry (Å):
C (-0.662, 1.151, 0.175)  -0.661
C (0.317, -1.116, 0.367)  0.299
N (-0.648, 1.862, -1.151)  -0.700
N (-0.728, -1.865, -0.007)  -0.769
N (0.625, -1.080, 1.666)  -0.763
P (1.380, -0.389, -0.909)  0.312
H (-0.125, 1.767, 0.895)  0.182
H (-1.689, 1.024, 0.503)  0.189
H (0.199, 1.539, -1.658)  0.422
H (-1.465, 1.601, -1.709)  0.427
H (-1.409, -2.171, 0.672)  0.406
H (-0.984, -1.936, -0.975)  0.415
H (1.405, -0.535, 1.990)  0.420
H (-0.613, 2.890, -1.076)  0.420
H (-0.070, -1.324, 2.355)  0.404
H (2.302, 0.116, 0.003)  0.006
H (2.164, -1.534, -1.139)  -0.009

Calculated values
Net charge ... +1
LUMO ... -0.1089 Eh
Highest occupied orbital energy ... -11.3 eV

# C2H11N5

A 2-piece molecular cluster, C2H11N5 overall in a non-equilibrium geometry (ωB97M-V/def2-TZVPD, OMol25).

Last column: natural (NBO) charge in e.
Geometry (Å):
N (-1.954, -1.189, 0.110)  -0.768
C (-0.912, -1.325, -0.637)  0.574
N (0.312, -1.906, -0.239)  -0.853
N (-0.891, -0.887, -1.956)  -0.821
H (-1.787, -1.511, 1.056)  0.337
H (0.270, -2.570, 0.523)  0.390
H (0.865, -2.277, -0.990)  0.378
H (-0.357, -1.383, -2.623)  0.375
H (-1.777, -0.652, -2.318)  0.397
N (1.869, 0.792, 0.720)  -0.862
C (1.235, 2.082, 0.537)  -0.063
N (-0.034, 2.345, 1.258)  -0.857
H (2.151, 0.734, 1.705)  0.342
H (1.233, -0.003, 0.490)  0.376
H (1.943, 2.895, 0.801)  0.175
H (0.986, 2.211, -0.547)  0.173
H (-0.772, 1.669, 0.987)  0.364
H (0.199, 2.262, 2.270)  0.341

Calculated values
SMILES ... N=C(N)N.NCN
LUMO ... 0.0225 Eh
Highest occupied orbital energy ... -8.6 eV

# C2H11N5

A 2-piece molecular cluster, C2H11N5 overall in a non-equilibrium geometry (ωB97M-V/def2-TZVPD, OMol25).

Last column: natural (NBO) charge in e.
Geometry (Å):
H (0.176, 2.153, 2.018)  0.338
N (-0.113, 1.812, 1.098)  -0.489
N (-0.358, 0.572, 1.214)  0.014
N (-0.856, -0.007, 0.076)  -0.267
C (-1.183, -1.405, 0.213)  -0.409
C (-1.502, 0.735, -0.987)  -0.459
H (-0.747, -1.963, -0.621)  0.208
H (-2.262, -1.569, 0.233)  0.187
H (-0.749, -1.786, 1.135)  0.225
H (-0.940, 0.552, -1.906)  0.210
H (-1.437, 1.793, -0.741)  0.246
H (-2.535, 0.413, -1.114)  0.204
N (1.848, -0.017, -0.733)  -0.723
N (2.546, -0.507, 0.440)  -0.678
H (0.923, 0.602, -0.601)  0.368
H (2.517, 0.589, -1.210)  0.340
H (1.907, -0.483, 1.233)  0.344
H (2.766, -1.484, 0.253)  0.340

Calculated values
SMILES ... [H]/N=N/N(C)C.NN
LUMO ... 0.0355 Eh
Highest occupied orbital energy ... -8.1 eV

# C2H11N5

C2H11N5 as an isolated structure in a non-equilibrium geometry (ωB97M-V/def2-TZVPD, OMol25).

Last column: natural (NBO) charge in e.
Geometry (Å):
C (0.822, -0.910, 1.171)  -0.429
N (0.631, -0.535, -0.234)  -0.358
N (1.515, -1.141, -1.168)  -0.643
C (0.395, 0.900, -0.511)  0.297
N (0.377, 1.721, 0.482)  -0.784
H (1.305, -2.136, -1.203)  0.359
H (2.476, -1.033, -0.851)  0.341
H (0.374, 2.687, 0.174)  0.357
H (0.635, 1.102, -1.557)  0.188
H (0.576, -1.968, 1.276)  0.199
H (1.841, -0.700, 1.496)  0.193
H (0.137, -0.337, 1.790)  0.241
N (-1.692, 0.158, -0.768)  -0.758
N (-2.376, 0.767, 0.329)  -0.674
H (-1.730, 1.458, 0.741)  0.337
H (-2.509, 0.055, 1.041)  0.332
H (-2.046, 0.580, -1.621)  0.359
H (-0.732, -0.668, -0.587)  0.440

Calculated values
LUMO ... 0.0291 Eh
Highest occupied orbital energy ... -7.7 eV

# C2H11NO2

A 3-piece molecular cluster, C2H11NO2 overall in a non-equilibrium geometry (ωB97M-V/def2-TZVPD, OMol25).

Last column: natural (NBO) charge in e.
Geometry (Å):
C (-0.749, 1.437, 0.544)  -0.418
N (-1.766, 0.705, -0.211)  -0.610
C (-1.165, -0.165, -1.245)  -0.419
H (-0.258, 2.095, -0.145)  0.187
H (-0.004, 0.797, 1.041)  0.171
H (-1.267, 2.058, 1.296)  0.199
H (-2.252, 0.136, 0.459)  0.341
H (-0.421, -0.897, -0.875)  0.160
H (-1.940, -0.776, -1.771)  0.201
H (-0.722, 0.482, -1.932)  0.186
O (1.028, -2.125, 1.610)  -0.957
H (1.463, -1.523, 0.972)  0.491
H (0.118, -1.862, 1.599)  0.458
O (2.382, -0.230, -0.174)  -0.942
H (3.282, -0.022, -0.056)  0.476
H (2.270, -0.111, -1.111)  0.477

Calculated values
SMILES ... CNC.O.O
LUMO ... 0.0171 Eh
Highest occupied orbital energy ... -9.0 eV

# C2H11NO3

A 3-piece molecular cluster, C2H11NO3 overall in a non-equilibrium geometry (ωB97M-V/def2-TZVPD, OMol25).

Last column: natural (NBO) charge in e.
Geometry (Å):
C (-0.467, 2.177, 0.960)  -0.422
N (0.875, 1.530, 0.873)  -0.669
C (1.070, 0.123, 0.927)  0.107
O (-0.116, -0.656, 0.820)  -0.756
H (-0.808, 2.418, -0.042)  0.183
H (-1.114, 1.455, 1.452)  0.213
H (-0.370, 3.045, 1.602)  0.194
H (1.374, 2.027, 0.158)  0.361
H (1.503, -0.188, 1.890)  0.145
H (1.794, -0.182, 0.165)  0.141
H (-0.548, -0.389, -0.010)  0.494
O (-0.997, -0.318, -1.900)  -0.959
H (-1.567, -0.197, -2.634)  0.476
H (-0.513, -1.116, -2.153)  0.492
O (-0.359, -3.102, -0.887)  -0.963
H (0.069, -3.950, -1.036)  0.468
H (0.174, -2.677, -0.185)  0.492

Calculated values
SMILES ... CNCO.O.O
LUMO ... 0.0218 Eh
Highest occupied orbital energy ... -8.4 eV